Molecular formula: C96H212N12O8
Method: DFT, wB97M-V/def2-TZVPD

The net charge is 0. Its highest occupied orbital energy is -7.8 eV. The value obtained for the frontier orbital gap is 8.32 eV.

Cartesian coordinates (Å):
C 3.94228 -4.11000 3.89098
C 2.48979 -3.98671 4.32718
C 2.04449 -2.45783 4.30301
C 1.64154 -4.69838 3.26146
C 0.16015 -4.86636 3.60237
C 0.07176 -5.63964 4.99139
C 0.94450 -4.97838 6.12753
C 0.18489 -3.84325 6.84765
C 1.07919 -6.09894 7.19847
N 2.27509 -4.60126 5.62404
O 3.07461 -4.01034 6.57331
H 4.29712 -5.12689 3.72328
H 4.11838 -3.55910 2.96708
H 4.52764 -3.51368 4.59088
H 1.89407 -2.05112 3.30298
H 1.11580 -2.23917 4.83008
H 2.82296 -1.92906 4.85299
H 1.71348 -4.01046 2.41902
H 2.17268 -5.59386 2.93878
H -0.22998 -3.86781 3.79939
H -0.48525 -5.29376 2.83498
H 0.44380 -6.64385 4.78826
H -0.96452 -5.68699 5.32601
H 0.87314 -3.25594 7.45548
H -0.62620 -4.27564 7.43354
H -0.22208 -3.06518 6.20184
H 1.49806 -6.97555 6.70432
H 0.10099 -6.43413 7.54326
H 1.84636 -5.85704 7.93403
H 3.65931 -4.75369 6.73813
C 6.89264 4.37867 2.17167
C 6.06479 3.07069 2.45523
C 5.64367 3.18923 3.90606
C 4.72986 3.17850 1.75339
C 3.89000 1.85458 1.73544
C 4.75394 0.75094 1.18233
C 6.10513 0.49920 1.91262
C 5.93975 -0.24665 3.22860
C 6.88602 -0.40352 0.93348
N 6.80791 1.83527 2.09960
O 8.03817 1.72699 2.73384
H 7.07658 4.62702 1.12640
H 6.44117 5.27270 2.60176
H 7.87651 4.29878 2.63396
H 6.57403 2.93775 4.41526
H 5.39620 4.18466 4.27478
H 4.87662 2.44704 4.12720
H 4.06375 3.92257 2.19014
H 4.88327 3.46067 0.71180
H 3.49466 1.52957 2.69782
H 3.00393 2.00811 1.11949
H 4.93209 0.87331 0.11397
H 4.16294 -0.15750 1.29881
H 6.23080 0.39967 4.05665
H 6.41150 -1.22927 3.23046
H 4.86151 -0.25439 3.38813
H 7.91501 -0.52312 1.27255
H 6.92687 0.04716 -0.05815
H 6.51297 -1.38551 0.64254
H 8.63826 1.77801 1.98625
C -0.99344 4.11425 -1.42816
C -1.41536 5.16162 -0.31105
C -0.08392 5.34287 0.57571
C -1.69055 6.59620 -0.92401
C -3.04208 6.62200 -1.66824
C -4.20170 6.27857 -0.75291
C -3.97459 4.90715 -0.07261
C -5.00984 4.79201 1.09494
C -4.29264 3.79645 -1.10684
N -2.62139 4.77358 0.47465
O -2.38673 3.55991 1.15640
H -1.60240 4.20862 -2.32725
H -0.00907 4.28658 -1.86337
H -0.96103 3.10741 -1.01187
H 0.30909 4.51842 1.17062
H 0.68555 5.79813 -0.04778
H -0.38370 6.07874 1.32186
H -1.61349 7.39988 -0.19172
H -0.93151 6.83579 -1.66870
H -3.17957 7.55318 -2.21788
H -2.98725 5.88173 -2.46643
H -5.01171 6.30113 -1.48193
H -4.28020 7.09555 -0.03564
H -5.03353 3.80938 1.56609
H -6.03115 4.96631 0.75633
H -4.89107 5.51489 1.90205
H -5.32243 3.49632 -1.30063
H -3.79624 2.92271 -0.68464
H -3.79611 3.83937 -2.07622
H -2.16959 3.87171 2.03799
C -1.95282 -5.35818 -0.88836
C -3.46171 -5.62300 -0.95193
C -3.99909 -4.65963 -2.01667
C -3.65672 -7.03815 -1.44397
C -3.36474 -8.22753 -0.52511
C -4.29608 -8.07922 0.63696
C -4.27429 -6.64874 1.31743
C -5.57452 -6.50391 2.14619
C -3.11400 -6.66418 2.35755
N -4.21596 -5.54903 0.37889
O -4.16476 -4.27860 0.96602
H -1.43132 -5.04569 -1.79307
H -1.83000 -4.52242 -0.19950
H -1.44191 -6.18107 -0.38842
H -5.03958 -4.86760 -2.26611
H -4.17585 -3.70226 -1.52646
H -3.36951 -4.58462 -2.90330
H -4.65096 -7.29460 -1.80978
H -3.00012 -7.18960 -2.30074
H -3.53132 -9.20499 -0.97781
H -2.31276 -8.21940 -0.23985
H -4.04234 -8.86690 1.34638
H -5.32461 -8.34513 0.39302
H -5.69390 -5.67984 2.84959
H -5.67468 -7.40242 2.75509
H -6.48624 -6.52406 1.54913
H -3.16075 -5.80853 3.03117
H -2.10666 -6.70363 1.94302
H -3.17282 -7.56211 2.97266
H -4.95709 -3.89382 0.58423
C -7.38269 -4.22001 -0.07286
C -7.27787 -2.79138 0.36947
C -8.57950 -2.11199 -0.10867
C -7.39903 -2.82989 1.97641
C -7.11126 -1.50283 2.64833
C -5.78840 -0.85938 2.22317
C -5.49708 -0.88246 0.66657
C -6.07866 0.38670 -0.01135
C -3.99057 -0.75630 0.39781
N -6.03486 -2.09748 -0.01190
O -5.68357 -2.18827 -1.31993
H -8.22562 -4.72832 0.39534
H -7.52519 -4.34018 -1.14680
H -6.51952 -4.81534 0.22483
H -9.40389 -2.61054 0.40117
H -8.63423 -1.03750 0.06616
H -8.67373 -2.17359 -1.19284
H -8.34398 -3.26183 2.30593
H -6.71341 -3.58771 2.35553
H -7.98116 -0.89431 2.40116
H -7.14492 -1.58993 3.73432
H -4.95076 -1.28041 2.77921
H -5.89862 0.19397 2.48087
H -7.14803 0.47408 0.18077
H -5.94698 0.23709 -1.08297
H -5.57994 1.27644 0.37301
H -3.64304 0.18001 0.83443
H -3.64283 -0.80588 -0.63405
H -3.46318 -1.55851 0.91396
H -6.11180 -1.43120 -1.72620
C 0.78664 2.79850 3.83734
C 0.41516 4.09469 4.59290
C 0.34627 3.71690 6.14537
C 1.43729 5.21219 4.30865
C 1.18019 6.50827 5.03210
C -0.15113 7.03834 4.50723
C -1.35073 6.01367 4.57488
C -1.94892 6.03339 5.98497
C -2.41731 6.50176 3.53343
N -0.90314 4.65157 4.21425
O -1.94118 3.70056 4.09999
H 1.84128 2.52526 3.87172
H 0.29535 1.96361 4.33705
H 0.48796 2.91768 2.79586
H 1.25883 3.19487 6.43314
H 0.25003 4.62725 6.73707
H -0.43461 3.04484 6.50127
H 2.47993 4.89438 4.30775
H 1.26225 5.34839 3.24145
H 1.35899 6.41470 6.10326
H 1.97766 7.22832 4.84858
H -0.05169 7.51475 3.53191
H -0.43497 7.82950 5.20119
H -1.22739 6.09166 6.79990
H -2.59496 5.18233 6.20045
H -2.42137 6.96300 6.30235
H -2.06917 6.66640 2.51373
H -2.79447 7.45605 3.90110
H -3.23973 5.78856 3.58892
H -2.35176 3.76509 4.96536
C 0.35108 4.02868 -4.88042
C 1.03351 3.50644 -6.12778
C 1.72371 2.10601 -5.88517
C -0.09147 3.36104 -7.16288
C 0.33833 3.44820 -8.64387
C 1.29293 4.61965 -8.95373
C 2.51205 4.69932 -7.98876
C 3.60883 3.69984 -8.30332
C 3.00946 6.10849 -8.19929
N 1.99067 4.57237 -6.53845
O 2.96582 4.63325 -5.54007
H 1.00854 4.12154 -4.01600
H -0.15531 4.98113 -5.03704
H -0.41163 3.31502 -4.56886
H 1.98810 1.70824 -6.86496
H 2.59378 2.28251 -5.25276
H 1.06996 1.35765 -5.43723
H -0.66101 2.49719 -6.82012
H -0.71960 4.24773 -7.07716
H 0.74642 2.51121 -9.02281
H -0.47063 3.68737 -9.33414
H 0.71003 5.53935 -8.90383
H 1.65539 4.48565 -9.97294
H 3.35874 2.75069 -7.82934
H 4.59431 4.02903 -7.97383
H 3.70040 3.52583 -9.37544
H 3.57343 6.29182 -9.11385
H 3.85718 6.31620 -7.54634
H 2.33102 6.93425 -7.98502
H 3.39420 3.77712 -5.46853
C 4.13676 -0.13731 -4.14545
C 5.65335 -0.20118 -4.40545
C 6.24932 1.23848 -4.74437
C 6.26058 -0.74470 -3.07683
C 7.69579 -1.39237 -3.28251
C 7.72585 -2.36441 -4.40365
C 7.21994 -1.89627 -5.73801
C 8.42471 -1.11655 -6.47409
C 6.89436 -3.21901 -6.50821
N 5.95252 -1.11594 -5.53763
O 5.36205 -0.71329 -6.73504
H 4.02076 0.71485 -3.47578
H 3.44586 0.08386 -4.95899
H 3.70820 -1.01836 -3.66776
H 5.92669 1.60774 -5.71785
H 6.17774 2.05088 -4.02118
H 7.32088 1.10647 -4.89414
H 6.51301 0.04894 -2.37362
H 5.58150 -1.46386 -2.61885
H 8.27813 -0.51336 -3.55879
H 8.13340 -1.72998 -2.34303
H 7.13280 -3.19526 -4.02144
H 8.71892 -2.79969 -4.51514
H 8.17738 -0.77784 -7.48017
H 9.26609 -1.78996 -6.63758
H 8.69532 -0.20376 -5.94335
H 7.56133 -4.06839 -6.36050
H 6.79825 -2.95640 -7.56173
H 5.91245 -3.63598 -6.28444
H 4.71511 -1.38900 -6.95064
C -1.29101 -1.17276 -4.95712
C -2.62247 -0.94950 -4.18575
N -3.35081 0.18643 -4.84467
C -2.78174 1.41389 -4.27860
C -3.35348 2.66126 -5.01649
C -4.79423 0.10319 -4.53344
C -5.49013 -1.25636 -4.89882
H -0.62372 -0.31090 -4.96185
H -1.37343 -1.48525 -5.99811
H -0.91643 -2.04225 -4.41696
H -3.16852 -1.89277 -4.19827
H -2.43317 -0.72530 -3.13598
H -2.96166 1.46323 -3.20468
H -1.69665 1.44197 -4.37813
H -3.07203 3.58532 -4.51151
H -3.05409 2.56782 -6.06040
H -4.44233 2.68246 -5.06164
H -5.36454 0.76285 -5.18743
H -4.98933 0.38018 -3.49744
H -6.55026 -1.00312 -4.90857
H -5.34784 -2.04928 -4.16457
H -5.19577 -1.61508 -5.88512
C 4.43637 -3.83627 -0.97730
C 4.75831 -4.81259 -2.10504
N 3.95636 -6.08849 -2.15178
C 2.52990 -5.97649 -2.14251
C 2.13187 -6.41941 -0.76038
C 4.48017 -7.17574 -2.96769
C 5.57388 -7.97463 -2.31683
H 5.23950 -3.10246 -0.90952
H 4.44353 -4.34958 -0.01576
H 3.43920 -3.43646 -1.16141
H 4.66866 -4.28814 -3.05635
H 5.82495 -5.02024 -2.01981
H 2.24900 -4.99442 -2.52294
H 1.97086 -6.58687 -2.85175
H 2.43930 -7.44785 -0.57093
H 2.58907 -5.74298 -0.03823
H 1.04678 -6.37396 -0.66761
H 4.90831 -6.70136 -3.85072
H 3.70099 -7.90035 -3.20418
H 5.03677 -8.76338 -1.79007
H 6.14848 -7.30046 -1.68166
H 6.28766 -8.38754 -3.02966
C -0.40786 0.27006 1.86129
C -0.60433 0.70824 0.42871
N 0.20623 -0.18109 -0.42813
C -0.33731 -1.57388 -0.55878
C 0.83063 -2.52013 -0.59285
C 0.43000 0.42926 -1.72174
C 1.66104 1.30085 -1.62084
H -1.07987 0.70966 2.59835
H 0.65382 0.39658 2.07327
H -0.41335 -0.78442 2.13721
H -1.65425 0.63621 0.14484
H -0.27111 1.74599 0.41578
H -0.92712 -1.65280 -1.47201
H -0.84319 -1.93013 0.33859
H 0.53116 -3.55429 -0.42283
H 1.61052 -2.28191 0.13044
H 1.32619 -2.46612 -1.56218
H 0.57798 -0.36936 -2.44867
H -0.43180 0.96342 -2.12184
H 2.48519 0.74965 -1.16800
H 2.00693 1.52309 -2.63033
H 1.49840 2.27840 -1.16694
C -3.22299 0.71248 5.02669
C -3.38922 1.47976 6.34967
N -3.88898 2.85698 6.22736
C -4.25469 3.36340 7.58082
C -3.10328 3.37869 8.58112
C -5.02762 2.97517 5.33807
C -5.35884 4.48781 5.13884
H -4.20885 0.50563 4.61028
H -2.75622 -0.25313 5.22122
H -2.59976 1.15281 4.24837
H -4.02112 0.93023 7.04739
H -2.38722 1.56232 6.77073
H -5.07032 2.82268 8.06090
H -4.52353 4.41966 7.59258
H -3.50676 3.75629 9.52066
H -2.29236 3.94683 8.12535
H -2.70693 2.39339 8.82646
H -4.58697 2.63976 4.39923
H -5.93683 2.38331 5.44373
H -6.19316 4.82262 5.75521
H -4.52211 5.18437 5.19161
H -5.80463 4.53586 4.14534

Molecular formula: C5H6O
Method: DFT, wB97M-V/def2-TZVPD

The net charge is 0. Its highest occupied orbital energy (spin up / spin down) is -7.2 / -7.0 eV. The value obtained for the frontier orbital gap (spin up / spin down) is 8.12 / 7.30 eV.

Cartesian coordinates (Å):
C 0.97880 -1.94409 -0.36580
C 0.28405 -0.69106 0.02687
O 0.83737 0.42762 -0.27476
C 0.34826 1.65672 -0.09048
C -0.96863 1.81526 0.34306
C -2.12918 1.85831 0.70146
H 1.79332 -1.72170 -1.06046
H 0.27712 -2.62542 -0.86240
H 1.39661 -2.48365 0.49531
H -0.67188 -0.65892 0.54168
H 1.01159 2.43395 -0.43179
H -3.15744 1.93297 0.97732

Molecular formula: C3H5NO3
Method: DFT, wB97M-V/def2-TZVPD

The net charge is 0. Its highest occupied orbital energy is -10.4 eV. The value obtained for the frontier orbital gap is 10.29 eV.

Cartesian coordinates (Å):
O 0.51801 0.41898 2.49519
C 0.81387 1.01291 1.51360
C 0.52482 0.66984 0.11912
C -0.46156 -0.89505 -0.05301
N -0.91940 -0.95581 -1.39064
O -0.27225 -0.59182 -2.34971
O -1.98141 -1.52627 -1.59965
H 1.26252 1.99518 1.46948
H -0.07206 1.49333 -0.43377
H 1.36554 0.45170 -0.56597
H -1.22830 -0.60078 0.64415
H 0.45022 -1.47221 0.15122

Values of energy, in order: -5043.32917; -269.18144; -397.61378, all in Eh.